No. 1
162
Properties=species:S:1:pos:R:3:forces:R:3:mulliken_charge:R:1 method="wB97M-V/def2-TZVPD" e_tot_ha=-3452.020400 orbital_gap_ha=0.353
C 15.2680 12.6335 21.3089 -0.8 0.1 0.6 -0.65
O 14.0751 13.4147 21.0925 0.9 -0.6 -0.6 -0.17
C 12.9281 12.6085 21.2237 1.0 -0.9 0.7 -0.47
C 11.7301 13.4184 20.8843 -0.7 -0.2 0.0 0.90
C 11.5949 14.5934 21.8635 -0.5 0.3 -1.7 -1.61
N 10.5603 12.5090 20.8375 -0.5 0.8 -0.8 -0.44
H 16.1042 13.3033 21.0916 0.0 -0.4 -0.1 0.31
H 15.2789 11.7027 20.6948 0.1 0.9 0.1 0.00
H 15.3018 12.3267 22.3857 0.1 0.2 -0.6 0.36
H 12.9619 11.6781 20.6175 0.2 0.5 0.0 -0.08
H 12.9506 12.2738 22.2738 -0.6 -0.1 0.1 0.53
H 11.8768 13.7486 19.8464 0.0 0.2 0.2 -0.28
H 10.9057 15.3271 21.4041 0.1 -0.2 0.6 0.35
H 12.5544 15.0713 21.9915 0.3 0.1 0.2 0.28
H 11.2180 14.2387 22.8054 -0.2 -0.1 0.5 0.49
H 10.2056 12.3482 21.7711 -0.1 0.0 0.1 0.25
H 9.8002 12.9527 20.2758 0.8 -0.5 0.8 0.28
C 11.2907 10.8619 14.9841 -0.2 0.8 0.7 -0.94
O 12.0532 10.8372 16.1890 -0.6 -0.2 -0.8 -0.07
C 11.2646 10.1804 17.1494 0.3 -0.3 0.9 -1.56
C 12.0649 10.1044 18.4471 -0.1 0.9 -1.0 2.04
C 13.3467 9.2921 18.2479 -0.5 0.8 -0.3 -1.24
N 11.2802 9.5232 19.5084 0.1 -0.5 0.2 -0.77
H 10.3289 11.3927 15.2094 0.6 -0.3 -0.5 0.35
H 11.0834 9.8674 14.6113 -0.2 -0.5 0.1 0.45
H 11.8489 11.3678 14.2162 0.2 0.5 -0.2 0.15
H 10.3114 10.6958 17.3008 -0.1 0.3 0.1 0.47
H 11.0110 9.1841 16.8239 -0.1 -0.7 -0.3 0.39
H 12.2865 11.1934 18.6105 0.4 -0.7 0.2 -0.62
H 13.9836 9.5856 19.0770 0.5 -0.5 0.0 -0.08
H 13.8147 9.5805 17.2984 0.1 0.0 0.4 0.30
H 13.1090 8.2238 18.2032 0.1 0.1 0.3 0.47
H 10.6297 10.1859 19.8788 -0.6 0.6 0.0 0.34
H 11.8810 9.3642 20.3041 0.3 -0.3 0.1 0.30
C 18.5707 17.3495 14.0404 -1.1 1.2 1.1 -0.65
O 17.7745 18.1408 13.1586 0.7 0.0 0.2 -0.45
C 16.7356 17.3574 12.6608 0.1 -1.3 0.4 0.24
C 16.1551 17.9995 11.4365 -1.6 -1.1 -1.1 0.07
C 15.7218 19.3939 11.7766 -1.1 0.5 -0.4 -1.03
N 14.9135 17.2358 10.9803 1.5 1.8 0.1 -0.61
H 19.4384 17.9476 14.3518 -0.3 -0.2 -0.1 0.25
H 18.8575 16.4411 13.5527 0.4 -0.5 -0.2 0.53
H 17.9333 17.1142 14.9430 0.8 0.0 -0.6 0.12
H 17.1339 16.3128 12.5266 -0.5 0.6 -0.5 0.11
H 15.9128 17.2338 13.4093 0.4 0.2 -0.2 -0.19
H 16.8186 17.9838 10.5531 0.0 0.1 0.6 0.38
H 15.0553 19.7591 10.9600 0.4 -0.1 0.7 0.37
H 16.5432 20.0609 11.9098 0.7 0.5 -0.1 0.36
H 15.2000 19.4163 12.7499 -0.2 -0.1 -0.4 -0.16
H 15.1880 16.3444 10.6250 -0.2 -0.8 0.2 0.27
H 14.2678 17.2101 11.7504 -0.3 -0.6 0.2 0.15
C 14.8081 12.9915 12.8802 0.6 0.3 -1.1 0.21
O 15.4309 12.0783 11.9714 -0.3 -0.2 0.8 -0.62
C 15.4736 12.5168 10.6253 -0.3 0.9 1.1 -0.33
C 15.6020 11.3157 9.7228 0.0 0.0 1.4 0.65
C 16.9439 10.6606 9.9192 1.2 0.4 -0.7 -1.53
N 15.3726 11.6632 8.3705 0.0 1.0 -0.9 -0.63
H 15.3950 13.9088 12.9259 0.3 0.2 0.1 -0.08
H 14.8420 12.5467 13.8653 -0.3 -0.2 0.1 0.23
H 13.7974 13.3357 12.5571 0.3 -0.7 0.3 0.11
H 14.5275 13.0371 10.4878 -0.3 0.1 -0.7 -0.10
H 16.2765 13.2681 10.5035 0.0 -0.3 -0.2 0.23
H 14.8297 10.6536 10.0544 -0.5 -0.8 0.5 0.20
H 17.1236 9.8476 9.2243 -0.3 -0.4 -0.2 0.43
H 17.1285 10.2790 10.9039 -0.3 -0.1 0.6 0.35
H 17.7671 11.3691 9.7081 -0.4 0.0 0.1 0.38
H 15.9786 11.0968 7.8305 0.2 -0.4 -1.1 0.21
H 14.4124 11.5597 8.0678 0.2 -0.1 0.1 0.25
C 18.0778 13.7396 14.6461 -2.1 0.4 0.1 -0.36
O 19.0419 14.6151 15.1081 0.3 0.2 1.8 -0.38
C 18.7816 14.6967 16.5525 0.0 -0.3 -2.0 1.03
C 19.7995 15.4915 17.2718 -1.0 2.0 0.9 0.77
C 21.1918 14.9492 17.2238 -0.6 -0.7 0.1 -1.58
N 19.2808 15.5306 18.6593 1.3 -0.6 0.2 -0.63
H 17.0756 14.0486 15.0174 0.2 0.1 -0.1 -0.05
H 18.1405 12.7371 15.0763 0.6 -0.4 -0.6 0.21
H 17.9737 13.8317 13.5761 0.5 -0.6 -0.5 0.41
H 17.7676 15.1386 16.6778 0.5 -0.4 0.1 -0.36
H 18.8314 13.6598 16.8861 -0.3 0.0 0.4 -0.53
H 19.7818 16.5296 16.8623 0.2 -0.6 0.0 -0.02
H 21.3209 14.7130 16.1777 1.0 0.3 -0.3 0.39
H 21.2407 14.0000 17.7452 -0.1 -0.3 0.3 0.31
H 21.8975 15.6054 17.7236 0.3 0.2 -0.5 0.45
H 18.5532 16.2019 18.7910 -0.4 0.5 -0.3 0.14
H 20.0685 15.8335 19.2204 -0.2 0.0 0.4 0.28
C 15.2215 13.2875 17.4714 -1.6 0.6 1.0 -1.29
O 15.1086 14.4714 16.6873 0.4 -0.9 0.0 1.11
C 13.9041 14.4613 15.9559 -0.1 0.2 0.4 -1.01
C 13.8994 15.6205 14.9936 -0.1 -0.5 -1.5 3.30
C 14.2992 16.9006 15.5917 -0.8 1.1 0.7 -0.67
N 12.6310 15.7499 14.2642 0.0 -1.4 -0.6 0.29
H 14.3300 13.2285 18.1508 0.6 0.1 -0.2 0.10
H 16.0975 13.3554 18.0939 0.4 0.0 0.0 0.07
H 15.1710 12.3519 16.9337 0.4 -0.2 -0.7 0.33
H 13.7910 13.5349 15.4098 0.0 -0.5 -0.2 -0.22
H 13.0541 14.4889 16.6575 -0.1 0.3 -0.1 0.18
H 14.6400 15.4585 14.1930 0.0 -0.5 0.3 -1.36
H 13.5996 17.1663 16.3973 0.2 0.2 0.0 -0.12
H 14.2467 17.6650 14.8191 0.0 0.3 0.1 0.20
H 15.2963 16.8377 15.9735 0.6 0.1 0.3 -0.54
H 12.4256 14.8140 13.8411 -0.1 1.1 0.4 -0.14
H 11.8741 15.9374 14.9050 -0.2 0.1 0.4 0.20
C 16.3566 20.0535 16.0539 -0.2 0.2 -0.3 -0.61
O 15.6570 19.4055 17.1627 0.5 0.7 -0.5 -0.20
C 16.2941 18.4303 17.7843 -0.4 -0.3 -1.3 0.74
O 17.3346 17.9323 17.4417 0.8 0.0 0.1 -0.56
O 15.5169 17.9775 18.7374 -0.2 -1.2 0.9 -0.41
C 15.9341 16.6336 19.2185 -0.3 1.6 0.6 -0.26
H 17.4390 19.7723 16.0271 -1.1 0.1 0.0 0.36
H 16.2392 21.1231 16.2733 0.2 -0.3 -0.2 0.30
H 15.8033 19.8327 15.0924 0.8 0.0 1.2 0.03
H 15.0490 16.3268 19.8159 0.9 -0.2 -0.4 0.02
H 16.8254 16.8405 19.8486 -0.6 -0.6 -0.3 0.42
H 16.1637 16.0054 18.3547 -0.2 0.0 0.3 0.04
C 16.3492 8.7167 20.8101 1.4 -0.3 -0.3 -0.42
O 17.6862 8.9828 20.2407 -0.4 -1.0 0.7 -0.41
C 17.6644 10.0015 19.4359 -0.6 1.0 -2.0 0.71
O 16.6531 10.6146 19.1676 0.0 0.5 -0.1 -0.38
O 18.8400 10.2134 18.8584 0.7 0.0 0.0 -0.42
C 18.9701 11.3264 17.9103 -0.7 0.1 1.9 -0.36
H 15.6765 8.2186 20.0973 0.3 0.7 0.0 0.24
H 16.0288 9.6804 21.1932 -0.6 -0.4 0.2 0.17
H 16.6141 7.9831 21.5472 -0.3 -0.1 0.7 0.28
H 18.3293 12.1537 18.2991 0.6 -0.6 -0.6 0.12
H 18.6792 10.9950 16.9276 -0.2 0.0 -0.3 0.31
H 20.0232 11.6006 17.9549 -0.1 0.0 -0.1 0.14
C 8.6796 17.9884 16.7057 -1.6 -1.0 1.0 -0.58
O 9.2577 18.0562 18.0274 0.7 0.1 0.0 -0.44
C 10.5125 17.5888 18.0202 0.0 0.8 0.1 0.82
O 11.0496 17.1145 17.0639 0.4 -0.8 -0.8 -0.42
O 11.1191 17.7802 19.1927 -0.6 0.0 0.0 -0.45
C 12.4354 17.2511 19.2961 1.0 0.2 0.5 -0.22
H 8.6583 16.9442 16.4262 0.1 -0.3 -0.4 0.28
H 9.2038 18.5536 15.9728 0.4 0.6 -0.3 0.17
H 7.6212 18.2689 16.8346 0.6 0.3 -0.1 0.28
H 12.6178 17.1709 20.3677 0.0 0.0 -0.1 0.39
H 13.2291 17.8831 18.8660 -0.7 0.1 0.0 0.04
H 12.5717 16.2796 18.8415 -0.4 -0.3 -0.2 0.11
C 9.0762 11.5725 12.3590 0.9 -1.0 -0.4 -0.53
O 9.4856 12.3681 11.2162 -1.0 -0.2 -0.1 -0.39
C 10.3394 13.2935 11.5645 1.5 0.9 0.5 0.70
O 10.9730 13.2638 12.5957 0.1 0.0 0.4 -0.50
O 10.4965 14.2674 10.6673 -0.5 -0.8 -0.2 -0.41
C 11.6067 15.1363 10.9412 0.1 0.3 0.5 0.01
H 9.8401 10.7931 12.5820 -0.2 0.8 -0.1 0.17
H 8.2115 10.9969 12.0389 -0.3 0.5 0.1 0.31
H 8.9680 12.2349 13.2187 -0.4 -0.4 -0.1 0.26
H 12.5077 14.5454 11.1869 -0.4 0.3 -0.2 -0.14
H 11.3867 15.7994 11.8175 0.2 -0.5 -0.9 0.12
H 11.7393 15.6741 10.0026 0.1 0.2 0.3 0.36
C 11.5667 19.0634 13.5056 -1.9 -0.5 0.8 -0.80
O 11.1302 19.3826 14.8769 0.1 -0.7 -1.1 -0.32
C 12.0697 19.8819 15.6545 -0.5 1.0 -0.2 1.07
O 13.1410 20.2680 15.2586 0.5 -0.2 0.4 -0.63
O 11.5716 20.0381 16.8855 1.5 0.1 0.7 -0.38
C 12.6743 20.4547 17.8198 -1.3 0.6 -2.1 -0.28
H 11.5014 17.9770 13.3989 0.5 0.2 0.1 0.16
H 12.5013 19.4991 13.2702 1.0 0.2 0.0 0.33
H 10.7974 19.4777 12.8751 -0.2 0.3 -0.3 0.39
H 13.0493 21.4191 17.4613 -0.1 -0.1 0.4 0.36
H 13.4424 19.7429 17.7126 0.9 -0.8 0.1 -0.27
H 12.2403 20.4779 18.7817 -0.5 0.1 0.9 0.33

No. 2
159
Properties=species:S:1:pos:R:3:forces:R:3:mulliken_charge:R:1 method="wB97M-V/def2-TZVPD" e_tot_ha=-3056.350055 orbital_gap_ha=0.258 charge=-1
O -0.6295 0.0782 -1.1021 0.4 0.9 0.2 -0.14
C -0.6581 -0.3448 0.1930 0.0 -1.9 3.3 0.45
O -0.6954 -1.5896 0.4350 0.1 0.4 -1.8 -1.01
O -0.6798 0.4947 1.1296 0.7 0.9 -1.9 -0.36
H -0.5177 1.0386 -0.9188 -0.4 -0.1 -0.7 0.08
C 0.1932 -2.4476 -2.9134 0.1 0.4 -0.7 -0.22
O 1.2639 -3.3522 -2.6909 0.0 0.4 -0.1 -0.50
C 1.8369 -3.1960 -1.4049 -0.3 0.1 0.4 0.59
C 2.6908 -4.4210 -1.1380 0.6 0.3 -0.4 -0.97
N 3.8209 -4.5186 -2.0545 1.1 0.2 -0.8 -0.19
C 4.6826 -5.6692 -1.7686 -1.3 0.1 -1.3 -0.72
C 5.8140 -5.8305 -2.7927 -0.6 0.1 1.3 -0.51
O 6.7948 -4.8461 -2.5531 0.0 0.0 -0.6 -0.30
C 7.9312 -4.9569 -3.3834 0.4 0.4 0.6 -0.75
H 0.4901 -1.3965 -2.8788 0.3 0.0 0.5 -0.07
H -0.6475 -2.5780 -2.2315 0.1 -0.1 0.2 0.09
H -0.1418 -2.5605 -3.9462 0.0 -0.5 0.0 0.42
H 1.0165 -3.0462 -0.6939 0.1 -0.4 0.3 -0.28
H 2.4252 -2.2785 -1.2620 0.2 0.1 -0.6 0.22
H 2.0414 -5.2748 -1.3462 0.2 -0.2 0.4 0.26
H 3.1521 -4.4484 -0.1422 -0.9 0.1 0.5 0.46
H 4.4173 -3.6984 -2.0738 -0.4 0.3 0.2 0.23
H 3.9687 -6.4650 -2.0100 0.5 -0.7 0.6 0.38
H 5.0071 -5.7107 -0.7226 0.2 -0.2 0.0 0.33
H 5.3578 -5.7385 -3.7819 0.2 0.0 -0.2 0.33
H 6.2508 -6.8220 -2.6274 0.0 -0.1 -0.3 0.36
H 8.6098 -5.7605 -3.0758 -0.2 -0.2 0.2 0.28
H 8.4586 -4.0179 -3.2178 0.2 0.0 -0.3 0.25
H 7.7546 -5.1041 -4.4518 -0.5 0.2 0.0 0.30
C -0.5536 5.6150 -7.1417 0.3 -0.8 -0.7 -0.78
O 0.3803 5.3918 -6.1160 -0.4 0.7 0.9 -0.27
C 1.6119 4.9207 -6.5522 1.4 0.0 -1.7 -0.63
C 2.6528 4.9527 -5.4588 -0.7 -0.9 2.0 0.11
N 3.9457 4.3826 -5.7711 0.8 -0.3 -1.2 -0.37
C 4.0523 2.9194 -6.0226 -0.5 1.5 0.8 -0.87
C 3.9257 2.0457 -4.7812 0.7 -0.6 -0.3 -0.38
O 2.6138 2.0500 -4.3184 -0.5 0.2 0.0 -0.22
C 2.4421 1.4088 -3.0727 -0.2 -0.1 0.1 -0.64
H -0.1777 6.3174 -7.8919 0.1 0.0 0.0 0.30
H -1.5230 5.9762 -6.8054 0.3 0.1 0.7 0.25
H -0.7409 4.6484 -7.6245 -0.1 0.1 -0.3 0.32
H 2.0893 5.5464 -7.3267 -0.6 0.4 -0.2 0.31
H 1.5328 3.9649 -7.0869 -0.3 -0.3 0.5 0.31
H 2.2858 4.4103 -4.5770 -0.6 0.3 0.0 -0.19
H 2.7467 6.0004 -5.1672 0.3 0.0 0.0 0.36
H 4.6455 4.6367 -5.0901 -0.2 0.3 0.1 0.28
H 5.0384 2.7714 -6.4606 -0.1 -0.2 -0.2 0.38
H 3.2477 2.7359 -6.7323 0.2 -0.7 -0.1 0.25
H 4.6514 2.3226 -3.9999 -0.2 0.6 0.1 0.34
H 4.2830 1.0265 -5.0034 -0.4 -0.2 -0.3 0.39
H 3.0811 1.8912 -2.3287 0.2 -0.4 0.1 0.32
H 2.6126 0.3313 -3.1540 0.3 0.0 0.1 0.48
H 1.4117 1.5217 -2.7361 0.0 0.2 -0.2 -0.03
C -1.0762 4.0438 -0.6984 0.1 -0.8 -0.2 -0.51
O -0.3224 2.8418 -0.7286 0.9 0.7 -0.1 -0.49
C 0.9939 2.9688 -0.1470 -0.8 -0.3 0.3 0.40
C 1.9541 3.9304 -0.8346 -0.1 -0.2 -0.6 -0.70
N 1.8091 5.3714 -0.6575 0.8 -0.3 0.5 -0.12
C 2.0225 5.8659 0.7019 0.4 0.5 -1.1 -0.52
C 3.5092 5.9042 1.0594 -0.6 -1.1 0.7 -0.83
O 3.8649 4.6069 1.5620 0.8 0.5 -0.4 -0.07
C 5.2498 4.5398 1.8851 -0.7 -1.1 0.5 -0.95
H -2.0922 3.7177 -0.9144 -0.1 0.4 -0.1 -0.01
H -0.6970 4.7369 -1.4519 -0.3 0.1 -0.1 0.17
H -1.0663 4.5471 0.2730 0.1 -0.2 0.2 0.27
H 1.4263 1.9675 -0.1594 -0.1 -0.1 -0.2 0.30
H 0.8080 3.1396 0.9172 0.4 0.4 0.1 -0.01
H 1.9853 3.7144 -1.9054 -0.6 0.2 -0.1 -0.42
H 2.9589 3.5904 -0.5715 0.1 0.4 0.6 0.34
H 1.0126 5.7855 -1.1081 -0.1 -0.2 0.1 0.34
H 1.4680 5.2946 1.4511 0.0 0.2 0.2 0.17
H 1.7015 6.9093 0.6658 -0.3 0.0 0.4 0.51
H 3.6734 6.6201 1.8716 0.1 0.3 -0.1 0.47
H 4.1184 6.1276 0.1816 0.0 0.2 0.0 0.39
H 5.4528 5.0949 2.8035 0.2 0.5 -0.2 0.35
H 5.9283 4.7666 1.0613 -0.1 0.5 -0.1 0.35
H 5.4395 3.4949 2.1384 0.0 0.0 0.0 0.24
C -10.4185 1.2256 -1.7400 -0.7 1.0 0.0 -0.69
O -9.3931 1.4644 -2.6706 0.2 -1.0 -0.4 -0.34
C -9.1856 2.7946 -3.0866 -0.3 0.7 0.5 -0.48
C -8.2470 3.5054 -2.1188 0.6 -0.7 1.5 -0.83
N -6.9744 2.8246 -1.8624 0.5 0.7 -1.0 -0.26
C -6.1610 2.6195 -3.0703 0.2 0.2 0.7 -0.67
C -4.7436 2.2207 -2.6985 -0.3 -0.2 -0.1 -0.29
O -4.8222 1.0386 -1.9511 0.1 -0.3 -0.3 -0.39
C -3.5682 0.5895 -1.4423 -0.3 0.5 0.0 -0.54
H -10.3209 1.8733 -0.8643 0.1 -0.2 0.2 0.28
H -10.4961 0.1855 -1.4337 0.7 -0.1 -0.1 0.26
H -11.4073 1.4508 -2.1605 0.0 0.2 -0.2 0.29
H -10.1371 3.3390 -3.1188 -0.1 0.0 -0.1 0.38
H -8.7802 2.8036 -4.0979 0.0 -0.3 0.0 0.36
H -8.7052 3.5359 -1.1246 -0.4 0.0 -0.1 0.34
H -8.0346 4.5573 -2.3188 -0.1 0.0 -0.6 0.40
H -7.0566 1.9482 -1.3687 -0.3 0.0 0.0 0.28
H -6.0389 3.5655 -3.6055 -0.4 0.1 -0.1 0.35
H -6.6147 1.8718 -3.7269 0.2 -0.1 -0.2 0.29
H -4.2564 3.0322 -2.1437 -0.1 0.0 0.3 0.09
H -4.1595 2.0977 -3.6203 0.1 -0.2 0.0 0.39
H -3.2264 1.3622 -0.7479 0.4 -0.3 0.3 0.19
H -2.8012 0.4402 -2.2040 -0.2 0.1 -0.2 0.27
H -3.7458 -0.3631 -0.9499 0.1 0.1 0.2 0.25
C 2.9651 -4.4962 5.3397 -0.1 -0.4 -0.8 -0.87
O 1.6721 -3.9513 5.3286 0.3 -0.4 -0.1 -0.13
C 0.7309 -4.8397 5.8742 -0.6 0.7 1.1 -0.47
C -0.5710 -4.0806 6.1131 -1.0 -0.6 0.6 -0.98
N -1.2438 -3.5568 4.9430 0.4 0.5 0.6 0.36
C -2.5196 -2.9424 5.2916 -0.7 -0.9 -0.1 -0.84
C -3.1324 -2.3819 4.0002 0.8 -0.5 0.9 -0.23
O -2.3642 -1.2420 3.7534 -0.5 0.0 -0.4 -0.06
C -2.6424 -0.5592 2.5479 -0.8 0.5 0.0 -0.24
H 3.6334 -3.7467 4.9205 0.1 0.0 0.1 0.23
H 2.9858 -5.3908 4.7024 0.2 0.0 -0.2 0.32
H 3.3404 -4.8485 6.3088 -0.3 0.4 0.3 0.30
H 1.1396 -5.1080 6.8600 -0.3 -0.3 0.2 0.47
H 0.5259 -5.7864 5.3582 0.5 0.2 -0.7 0.17
H -0.4019 -3.3723 6.9294 0.1 0.7 -0.6 0.48
H -1.3278 -4.7397 6.5893 0.5 -0.7 0.4 0.37
H -1.5171 -4.3830 4.3974 0.6 0.8 -0.1 -0.16
H -2.5458 -2.1944 6.0876 0.9 0.4 -0.3 0.46
H -3.1377 -3.7365 5.7561 -0.6 -0.1 -0.3 0.45
H -4.2082 -2.1768 4.0843 0.0 0.2 0.1 0.37
H -3.0125 -3.1786 3.2553 0.1 0.2 -0.4 -0.05
H -3.7244 -0.4229 2.4139 -0.3 0.1 0.3 0.36
H -2.2809 -1.0067 1.6187 0.2 -0.5 0.7 -0.09
H -2.1664 0.4163 2.6304 -0.2 -0.2 0.0 -0.02
C -1.0501 3.1084 5.0797 0.3 0.9 1.0 -1.67
C -0.2099 1.9420 4.5733 0.6 0.3 -0.2 1.37
C 1.2889 2.1812 4.7896 -0.8 0.2 0.2 -1.10
O 2.0548 1.1705 4.1606 0.5 1.1 0.6 -0.07
C 3.4083 1.4965 4.3328 1.1 -0.2 -0.3 -0.72
N -0.5655 0.6821 5.2357 -0.7 0.6 0.4 -0.46
H -2.1200 2.9219 4.9892 0.0 -0.1 -0.1 0.39
H -0.8482 4.1193 4.7070 0.1 -0.3 -0.8 0.33
H -0.8216 3.2945 6.1389 -0.2 -0.5 0.2 0.40
H -0.3433 1.8840 3.4902 -0.1 -0.6 0.0 -0.34
H 1.4915 2.2255 5.8701 0.1 -0.4 0.2 0.36
H 1.5680 3.1897 4.4549 0.0 -0.1 -0.5 0.32
H 4.0351 0.7136 3.9048 -0.2 -0.2 0.0 0.29
H 3.7559 1.6456 5.3648 -0.6 -0.4 0.3 0.37
H 3.7482 2.4274 3.8592 -0.6 0.2 -0.4 0.09
H -0.5113 0.8581 6.2414 0.5 0.0 0.0 0.30
H -1.5767 0.5785 5.1540 0.1 -0.6 -0.6 0.17
C -0.9104 -5.4796 -0.0003 -0.1 -1.1 0.5 -1.42
C -1.3028 -5.1339 1.4463 0.4 -0.7 -0.2 0.95
C -1.3384 -6.3444 2.3795 -0.8 -0.2 -2.1 -1.15
O -1.9115 -6.0019 3.6187 0.8 -0.8 0.0 -0.30
C -1.9198 -7.0953 4.5089 -0.4 -0.4 -0.4 -1.08
N -0.4028 -4.1427 1.9681 -0.4 1.1 -0.3 0.22
H 0.1568 -5.7143 0.0047 0.1 0.3 -0.3 0.20
H -1.1526 -4.6325 -0.6378 0.3 0.0 -0.1 0.16
H -1.3942 -6.3889 -0.3780 -0.3 0.2 -0.1 0.54
H -2.3380 -4.7811 1.3933 0.1 0.5 0.3 0.16
H -0.3638 -6.8500 2.3341 0.3 0.3 1.1 0.37
H -1.9859 -7.0745 1.8673 -0.2 -0.1 0.2 0.39
H -0.9354 -7.5584 4.6296 0.2 0.4 0.3 0.38
H -2.5299 -7.9204 4.1171 -0.3 0.1 -0.1 0.35
H -2.3602 -6.7569 5.4441 0.2 0.0 0.1 0.29
H -0.4810 -3.3315 1.3446 0.0 0.4 0.6 -0.17
H 0.5771 -4.3976 1.8852 -0.1 -0.5 0.1 0.20